# 1
A structure of composition C26H35N8O2PS3Yb in a non-equilibrium geometry. Source: OMol25; level of theory: ωB97M-V/def2-TZVPD.

The geometry in XYZ format:
```
76
Properties=species:S:1:pos:R:3:forces:R:3:mulliken_charge:R:1
Yb 0.360788 1.200628 -0.892523 0.53 0.07 -1.07 0.507
C 2.783050 1.441957 -3.391626 -0.24 0.01 -0.09 -0.719
C 1.578834 2.033194 -4.115609 0.20 -0.16 0.18 -1.100
N 0.320657 1.556591 -3.526322 -0.09 -0.15 -0.16 0.071
C -0.227057 0.361947 -4.171427 0.00 -0.02 0.00 -1.990
C 0.258920 -0.926248 -3.559989 -0.07 0.08 -0.09 1.046
C 0.160340 -2.117020 -4.267941 0.07 -0.06 0.09 -1.076
C 0.567228 -3.290205 -3.659006 -0.04 0.06 0.00 -0.737
C 1.086339 -3.238717 -2.373395 -0.04 -0.01 -0.02 -1.142
C 1.162490 -2.012819 -1.736734 0.04 -0.07 0.01 0.578
C 1.741200 -1.877009 -0.348628 -0.04 0.02 -0.02 -0.891
N 2.266620 -0.523446 -0.165817 -0.03 0.10 0.05 -0.156
C 3.530371 -0.325361 -0.896318 0.04 0.24 -0.07 -0.714
C 3.763623 1.154656 -1.161000 -0.01 -0.25 0.01 -0.976
N 2.660290 1.709591 -1.955103 -0.04 0.16 -0.03 0.061
N 0.732933 -0.880799 -2.311222 -0.11 0.01 0.12 1.431
H 3.701552 1.874541 -3.803641 0.03 -0.08 0.00 0.541
H 2.808507 0.363229 -3.553232 0.08 0.00 0.02 0.281
H 1.651878 1.774936 -5.177249 -0.05 0.13 -0.03 0.378
H 1.607170 3.121055 -4.026535 -0.03 0.00 -0.01 0.481
H -0.374196 2.290713 -3.607774 -0.04 0.02 0.23 0.383
H -0.026904 0.348279 -5.249000 0.03 -0.01 0.01 0.501
H -1.310552 0.378371 -4.037053 0.02 0.05 -0.04 0.437
H -0.231589 -2.118823 -5.275774 0.01 0.03 -0.01 0.568
H 0.498127 -4.232689 -4.185313 0.00 -0.01 0.00 0.463
H 1.425979 -4.137967 -1.877459 0.07 0.03 0.02 0.565
H 2.499396 -2.650247 -0.182212 -0.02 0.00 -0.04 0.545
H 0.938371 -2.023615 0.376527 0.10 -0.05 0.06 -0.172
H 2.442020 -0.372596 0.821982 -0.13 0.04 0.04 0.353
H 3.461157 -0.857432 -1.846210 0.01 -0.04 0.02 0.298
H 4.381676 -0.740773 -0.348940 -0.02 -0.05 -0.02 0.479
H 4.725614 1.284203 -1.669546 0.01 0.03 0.06 0.518
H 3.803790 1.694276 -0.213078 0.00 0.03 -0.03 0.240
H 2.688678 2.719984 -1.837428 -0.12 0.00 0.12 0.416
S -3.941154 2.680018 -0.273498 0.00 0.05 0.03 -0.307
C -2.484280 2.311220 -0.968694 -0.36 -0.09 -0.14 0.306
S -1.191423 3.413647 -1.200794 0.30 0.23 0.28 -0.413
S -2.167032 0.673787 -1.530339 -0.02 -0.11 0.01 -0.368
O 1.608862 3.037121 0.211229 0.03 0.00 -0.27 -0.723
C 1.281192 2.588214 1.312804 0.15 -0.02 0.27 0.317
N 0.511462 1.472446 1.406954 -0.06 0.18 0.29 0.480
C 0.419383 1.126998 2.740842 -0.19 -0.25 -0.04 -0.112
O -0.229601 0.193454 3.173759 0.07 0.00 0.21 -0.562
C 1.240699 2.083638 3.546417 0.16 0.32 -0.14 -0.157
C 1.562851 2.135859 4.884153 -0.07 -0.10 0.04 -0.255
C 2.362905 3.194819 5.312705 -0.06 -0.05 0.06 -0.553
C 2.800115 4.171591 4.428889 0.01 0.06 -0.09 -0.558
C 2.485172 4.103903 3.072630 0.00 0.03 -0.07 -0.528
C 1.716616 3.039411 2.656064 0.06 0.00 0.23 0.054
H 1.218215 1.378798 5.575798 -0.04 0.01 0.00 0.509
H 2.643059 3.261942 6.355442 -0.02 0.01 0.01 0.418
H 3.395359 4.995856 4.797898 0.02 -0.01 0.01 0.422
H 2.820399 4.858651 2.374063 0.04 -0.01 0.00 0.528
C -3.812325 -1.847921 3.091989 0.06 -0.23 0.22 -0.740
N -4.080644 -0.877337 1.955263 -0.09 0.05 0.02 0.187
C -4.568476 -1.645394 0.725523 -0.04 -0.14 -0.28 -0.836
N -3.695960 -2.724308 0.413932 -0.15 -0.18 -0.13 0.161
C -3.503827 -3.601878 1.553884 0.00 0.09 0.03 -0.928
N -2.926993 -2.880041 2.677876 -0.05 -0.15 0.12 0.207
C -1.564479 -2.412220 2.409603 0.27 0.27 -0.14 -1.571
P -1.442126 -1.132526 1.015825 -0.82 -0.92 0.01 1.996
C -2.852081 -0.095771 1.647871 0.59 0.23 -0.11 -0.329
C -2.429067 -2.258634 -0.144723 0.28 0.21 0.08 -1.655
H -4.767383 -2.280167 3.395706 -0.03 0.09 -0.06 0.338
H -3.377534 -1.280336 3.914694 -0.07 0.09 -0.05 0.401
H -4.812069 -0.215008 2.221242 0.02 -0.02 0.02 0.371
H -4.598413 -0.933432 -0.100828 -0.04 0.09 0.10 0.442
H -5.572341 -2.011301 0.946861 0.04 0.04 0.13 0.339
H -2.840097 -4.417586 1.270674 -0.02 0.00 0.00 0.374
H -4.466778 -4.019387 1.857911 0.01 0.01 -0.01 0.317
H -0.956768 -3.279586 2.137982 -0.01 0.01 0.06 0.418
H -1.150860 -1.984179 3.318763 0.05 0.04 0.05 0.502
H -3.118579 0.676009 0.929812 -0.09 0.03 -0.11 -0.703
H -2.509784 0.392665 2.560028 -0.07 -0.06 0.07 0.632
H -1.805188 -3.128359 -0.374735 -0.03 0.00 0.05 0.447
H -2.638326 -1.747060 -1.076879 0.04 0.04 -0.07 0.659
```
Forces are in eV/Å.

For the HOMO energy (spin up / spin down), the calculation gives -9.253 / -9.251 eV. The molar mass is 791.84 u. The value obtained for the energy relative to the best compared isomer or geometry (same formula, charge and spin) is 0.000 eV. Its total charge is +1. As for the expectation value of S²: 0.751. As for the spin multiplicity: 2. For the HOMO-LUMO gap (spin up / spin down), the calculation gives 6.83 / 6.82 eV.

# 2
The ion C18H36NO3 with charge +1 in a non-equilibrium geometry. Source: OMol25; level of theory: ωB97M-V/def2-TZVPD.

The geometry in XYZ format:
```
58
Properties=species:S:1:pos:R:3:forces:R:3:mulliken_charge:R:1
C 3.438541 2.183705 -1.339804 0.07 -0.11 0.20 -1.427
C 2.814900 0.822065 -1.077415 -0.18 0.50 -0.80 0.157
N 3.176248 0.180232 0.224528 -0.04 0.05 0.15 0.253
C 2.794785 1.040718 1.388573 -0.51 0.73 0.56 -1.200
C 1.373701 1.655926 1.525343 0.00 -0.61 -0.03 0.209
O 1.166807 2.689789 0.607826 -0.14 0.33 -0.18 -0.675
C 0.188106 0.679554 1.510370 0.01 0.17 0.07 -1.040
O -0.082021 0.349908 0.159858 0.14 0.28 0.15 -0.099
C -1.416325 -0.084282 -0.168308 -0.33 -0.11 -0.02 -0.008
C -1.858965 -1.297532 0.641605 0.10 0.13 -0.44 -0.905
C -3.208325 -1.803169 0.125699 -0.09 -0.02 0.35 0.963
C -3.665104 -3.017236 0.929603 0.10 0.13 -0.26 -1.774
C -4.244296 -0.681526 0.211803 0.26 -0.01 -0.30 -1.631
C -3.839804 0.599235 -0.533790 -0.18 0.17 0.12 2.268
C -3.868628 0.390129 -2.049715 0.08 -0.03 0.25 -1.946
C -4.837723 1.709532 -0.187758 0.19 -0.19 -0.06 -2.083
C -2.443068 1.040719 -0.061531 0.17 -0.24 -0.12 -1.510
C 4.646445 -0.055760 0.341135 0.88 -0.40 -0.18 -0.565
C 5.154204 -1.125486 -0.631101 -0.01 0.23 0.07 -0.598
O 4.487013 -2.341740 -0.423906 0.09 -0.14 0.07 -0.399
C 3.106132 -2.197174 -0.624660 -0.15 0.18 0.04 -0.769
C 2.507432 -1.150540 0.322263 -0.26 -1.03 -0.15 0.081
H 3.121788 2.923518 -0.611409 0.03 0.02 -0.01 0.310
H 3.089469 2.519276 -2.313310 -0.02 -0.01 -0.08 0.442
H 4.523533 2.147603 -1.382411 0.11 0.01 -0.06 0.365
H 3.109475 0.141270 -1.875343 -0.06 -0.05 0.18 0.703
H 1.727658 0.904468 -1.088353 0.16 -0.17 0.06 -0.194
H 2.980253 0.461057 2.294837 0.12 -0.07 -0.13 0.504
H 3.474098 1.895613 1.386196 0.07 -0.16 -0.02 0.479
H 1.407982 2.114685 2.525890 0.03 -0.20 -0.11 0.562
H 0.474306 2.419463 -0.012011 0.04 -0.04 0.08 0.416
H -0.669544 1.190245 1.957656 0.07 -0.05 0.02 0.545
H 0.409767 -0.212908 2.108264 -0.02 0.05 -0.01 0.242
H -1.299109 -0.372103 -1.218663 -0.12 -0.02 0.11 -0.007
H -1.961814 -1.023796 1.694219 -0.01 0.00 0.13 0.310
H -1.108806 -2.089509 0.565481 0.04 -0.03 0.05 0.414
H -3.090258 -2.108520 -0.918420 0.02 0.02 -0.03 0.238
H -4.615451 -3.384012 0.551926 -0.12 -0.09 0.00 0.442
H -3.792211 -2.757822 1.978285 -0.02 0.03 0.14 0.360
H -2.936916 -3.822062 0.859776 0.05 -0.13 0.03 0.424
H -5.193927 -1.039426 -0.187322 -0.13 0.00 0.03 0.508
H -4.403210 -0.439262 1.265589 -0.05 0.00 0.12 0.341
H -3.201350 -0.405126 -2.368822 0.07 -0.10 -0.12 0.351
H -4.875119 0.129402 -2.366118 -0.12 -0.05 -0.08 0.483
H -3.580739 1.304936 -2.562960 0.04 0.10 -0.09 0.416
H -5.839344 1.425597 -0.498825 -0.16 -0.01 -0.04 0.455
H -4.856964 1.898984 0.883213 0.00 0.03 0.14 0.431
H -4.573346 2.634619 -0.694611 0.01 0.15 -0.06 0.442
H -2.525907 1.361297 0.979639 0.00 0.05 0.07 0.354
H -2.110883 1.897524 -0.653137 0.01 0.08 0.00 0.581
H 5.179636 0.880429 0.184100 -0.14 0.02 0.06 0.538
H 4.845833 -0.407137 1.356146 -0.15 0.10 -0.04 0.412
H 5.055855 -0.799052 -1.675868 0.04 -0.02 0.07 0.329
H 6.209814 -1.315553 -0.428539 -0.08 0.18 -0.03 0.421
H 2.890598 -1.957635 -1.675414 0.01 -0.05 0.09 0.382
H 2.661415 -3.168201 -0.399159 -0.10 0.17 -0.02 0.446
H 1.446799 -1.024663 0.103570 0.14 0.09 0.08 -0.147
H 2.636559 -1.510270 1.345263 0.03 0.14 -0.01 0.401
```
Forces are in eV/Å.

For the HOMO energy, the calculation gives -12.852 eV. The molar mass is 314.49 u. As for the SMILES: CC[N+]1(C[C@@H](O)CO[C@H]2C[C@@H](C)CC(C)(C)C2)CCOCC1. The value obtained for the energy relative to the best compared isomer or geometry (same formula, charge and spin) is 0.000 eV. Its total charge is +1. For the HOMO-LUMO gap, the calculation gives 10.69 eV.

# 3
A cluster of 2 separate species, C2H4ClO in total in a non-equilibrium geometry. Source: OMol25; level of theory: ωB97M-V/def2-TZVPD.

The geometry in XYZ format:
```
8
Properties=species:S:1:pos:R:3:forces:R:3:mulliken_charge:R:1
O -0.600495 -1.073654 -1.396957 -0.22 0.17 -0.25 -0.559
C -0.710354 -1.107754 -0.187010 0.51 -0.32 -0.28 0.184
C -1.823886 -0.421626 0.560690 -0.88 0.59 0.01 -0.714
H 0.037362 -1.668270 0.424882 -0.57 0.42 -0.36 0.266
H -2.794503 -0.818725 0.218872 0.27 0.18 -0.16 0.217
H -1.793449 0.660991 0.351813 -0.05 -0.29 -0.21 0.217
H -1.746447 -0.571943 1.650648 -0.14 0.18 -0.94 0.247
Cl -0.311186 -1.625649 2.578044 1.09 -0.94 2.19 -0.857
```
Forces are in eV/Å.

For the HOMO energy, the calculation gives -3.730 eV. The molar mass is 79.51 u. Its total charge is -1. For the HOMO-LUMO gap, the calculation gives 8.07 eV.